1.
Formula: C6H10O
Source: the Open Molecules 2025 dataset
Level of theory: ωB97M-V with the def2-TZVPD basis set

Energy above the lowest of the compared OMol25 structures with the same formula, charge and spin in kJ/mol: 491.02
Orbital gap in Ha: 0.286
Net charge: 0
Multiplicity: 1

Last columns: bonded neighbours and bond lengths (Å).
Cartesian coordinates (Å):
1 H 0.11 2.06 -1.11  C13 1.089
2 H -0.36 -0.47 -2.19  C11 1.101
3 H 1.31 0.14 -2.23  C11 1.096
4 C -1.11 0.67 0.18  C10 1.556, H12 1.092, C13 1.517, H14 1.101
5 H -1.51 -1.05 1.40  C10 1.103
6 H 0.99 1.10 0.10  C13 1.195
7 H 1.31 -0.03 0.47  no bonds
8 H 0.46 -0.31 2.77  O16 0.969
9 C 0.81 -1.25 -0.63  C11 1.517, C15 1.389, H17 1.103
10 C -0.64 -0.39 1.21  C4 1.556, H5 1.103, C15 1.519, O16 1.417
11 C 0.47 -0.10 -1.56  H2 1.101, H3 1.096, C9 1.517, C13 1.510
12 H -1.55 1.53 0.69  C4 1.092
13 C 0.08 1.06 -0.68  H1 1.089, C4 1.517, H6 1.195, C11 1.510
14 H -1.89 0.18 -0.42  C4 1.101
15 C 0.49 -1.29 0.73  C9 1.389, C10 1.519
16 O -0.24 0.26 2.40  H8 0.969, C10 1.417
17 H 1.28 -2.11 -1.11  C9 1.103

***

2.
Formula: C21H25N3O2
Source: the Open Molecules 2025 dataset
Level of theory: ωB97M-V with the def2-TZVPD basis set

Structure (SMILES): Cc1cccc(C(=O)NC2CCN(C(=O)NCc3ccccc3)CC2)c1
Energy above the lowest of the compared OMol25 structures with the same formula, charge and spin in kJ/mol: 26.94
Orbital gap in Ha: 0.350
Net charge: 0
Multiplicity: 1

Last columns: bonded neighbours and bond lengths (Å).
Cartesian coordinates (Å):
1 N 2.17 2.54 0.31  C3 1.452, C11 1.448, C41 1.381
2 H -5.51 -3.22 1.99  C38 1.089
3 C 1.35 2.69 1.50  N1 1.452, H5 1.090, C35 1.530, H51 1.094
4 N -1.77 1.05 0.10  C15 1.445, C17 1.355, H50 1.007
5 H 1.97 2.47 2.37  C3 1.090
6 C -6.14 -0.46 -1.01  C23 1.383, C36 1.383, H45 1.080
7 C -4.86 -1.85 0.49  C16 1.387, C36 1.391, C38 1.499
8 C 4.90 -1.89 0.41  H13 1.080, C20 1.384, C46 1.387
9 O 3.39 0.95 1.40  C41 1.215
10 H 0.63 0.85 -1.12  C18 1.093
11 C 1.42 2.83 -0.89  N1 1.448, C18 1.532, H26 1.090, H47 1.095
12 H -5.30 1.47 -1.45  C23 1.079
13 H 5.76 -1.57 0.97  C8 1.080
14 H -3.05 -1.00 1.22  C16 1.082
15 C -0.67 1.97 0.19  N4 1.445, C18 1.532, C35 1.530, H48 1.096
16 C -3.90 -0.85 0.57  C7 1.387, H14 1.082, C27 1.392
17 C -3.05 1.44 -0.07  N4 1.355, C27 1.492, O42 1.216
18 C 0.24 1.87 -1.04  H10 1.093, C11 1.532, C15 1.532, H44 1.091
19 H -6.73 -2.42 -0.39  C36 1.081
20 C 4.36 -3.15 0.63  C8 1.384, H37 1.080, C39 1.384
21 H -4.78 -3.99 0.59  C38 1.089
22 H 5.61 0.58 0.02  C33 1.097
23 C -5.19 0.53 -0.92  C6 1.383, H12 1.079, C27 1.390
24 H 0.53 0.71 1.46  C35 1.093
25 H -0.48 1.88 2.34  C35 1.090
26 H 2.07 2.78 -1.77  C11 1.090
27 C -4.05 0.34 -0.14  C16 1.392, C17 1.492, C23 1.390
28 C 3.20 -1.46 -1.22  H30 1.081, C31 1.383, C46 1.389
29 H 5.39 0.37 -1.73  C33 1.094
30 H 2.75 -0.80 -1.95  C28 1.081
31 C 2.66 -2.72 -1.00  C28 1.383, C39 1.385, H40 1.081
32 H 2.82 -4.55 0.10  C39 1.080
33 C 4.88 0.34 -0.76  H22 1.097, H29 1.094, N34 1.453, C46 1.508
34 N 3.81 1.31 -0.80  C33 1.453, C41 1.374, H43 1.006
35 C 0.15 1.73 1.46  C3 1.530, C15 1.530, H24 1.093, H25 1.090
36 C -5.98 -1.65 -0.32  C6 1.383, C7 1.391, H19 1.081
37 H 4.82 -3.81 1.36  C20 1.080
38 C -4.72 -3.13 1.26  H2 1.089, C7 1.499, H21 1.089, H49 1.087
39 C 3.24 -3.57 -0.07  C20 1.384, C31 1.385, H32 1.080
40 H 1.79 -3.03 -1.55  C31 1.081
41 C 3.13 1.55 0.37  N1 1.381, O9 1.215, N34 1.374
42 O -3.37 2.61 -0.17  C17 1.216
43 H 3.90 2.07 -1.46  N34 1.006
44 H -0.32 2.10 -1.94  C18 1.091
45 H -7.02 -0.31 -1.63  C6 1.080
46 C 4.32 -1.04 -0.52  C8 1.387, C28 1.389, C33 1.508
47 H 1.05 3.86 -0.81  C11 1.095
48 H -1.12 2.97 0.22  C15 1.096
49 H -3.76 -3.17 1.78  C38 1.087
50 H -1.55 0.06 0.11  N4 1.007
51 H 1.00 3.72 1.55  C3 1.094

***

| no. | F_max (hartree/bohr) |
| --- | --- |
| 1 | 0.05090 |
| 2 | 0.00877 |